No. 1
The following is a DFT calculation (ωB97M-V with the def2-TZVPD basis set) of a structure of composition C35H55N4OP2Zn.

Values from the calculation:
lowest unoccupied orbital energy	-4.2	eV
net charge	+1
total energy	-4122.61434	Ha
molar mass	675.2	g/mol

```
98
Properties=species:S:1:pos:R:3:forces:R:3
C 2.290300 -1.223700 -1.744900 -0.40 1.02 -0.82
C 1.205200 0.633200 -2.755200 0.76 -0.89 0.45
C 3.133300 -1.360500 -2.852700 -0.15 0.10 -0.01
C 2.019000 0.516300 -3.896300 -0.12 -0.01 0.29
C 3.001900 -0.473700 -3.935300 -0.18 -0.07 0.43
H 3.872400 -2.166000 -2.872400 -0.27 0.30 -0.02
H 1.874800 1.206000 -4.732800 0.05 -0.28 0.30
H 3.654800 -0.570500 -4.808600 -0.27 0.03 0.36
N 1.372200 -0.214500 -1.693900 1.30 -0.13 -0.99
P 0.554400 -2.347300 0.133000 0.34 -1.92 0.05
P -0.088800 2.256200 -0.880900 0.19 1.33 -0.88
C 2.294800 -2.196800 -0.590300 -0.25 0.11 0.51
H 2.751900 -3.154900 -0.891500 -0.27 0.37 0.18
H 2.890300 -1.782000 0.245600 -0.01 -0.22 -0.43
C 0.031600 1.559500 -2.655600 0.02 0.08 0.62
H 0.055400 2.315000 -3.453400 0.02 -0.23 0.39
C -1.719000 3.286300 -0.831100 0.29 -0.10 0.15
C 1.410000 3.440800 -0.707900 -0.13 -0.09 -0.35
C -0.372800 -3.550100 -1.032800 0.23 0.38 -0.06
C 0.834900 -3.207100 1.820700 -0.05 0.00 -0.30
C -2.802700 2.461800 -0.100500 -0.14 -0.09 -0.04
H -2.689300 2.546600 0.990700 -0.04 -0.02 -0.29
H -3.791600 2.874500 -0.376600 0.37 -0.19 0.19
H -2.776700 1.394900 -0.357200 -0.08 0.28 -0.09
C -1.531700 4.577500 -0.007800 0.06 0.16 -0.04
H -1.253400 4.354700 1.035800 -0.10 0.14 -0.40
H -0.787700 5.264800 -0.439600 -0.32 -0.26 0.12
H -2.501000 5.109100 0.013000 0.36 -0.24 0.02
C -2.201100 3.640200 -2.250200 -0.06 0.12 -0.16
H -2.846800 4.537000 -2.199300 0.24 -0.38 -0.03
H -1.371200 3.861700 -2.939900 -0.39 0.05 0.25
H -2.801700 2.825400 -2.680300 0.32 0.29 0.13
C 1.422600 4.060200 0.709000 0.27 -0.15 0.31
H 0.815800 3.465500 1.408400 0.31 0.40 -0.10
H 2.464700 4.054700 1.080000 -0.55 0.10 0.01
H 1.069100 5.099400 0.727500 0.00 -0.45 0.05
C 2.710000 2.616800 -0.852500 0.14 -0.16 0.00
H 2.629700 1.630500 -0.372100 0.25 0.33 -0.25
H 2.999500 2.477400 -1.905100 -0.18 -0.13 0.37
H 3.523700 3.173400 -0.351800 -0.26 -0.28 -0.33
C 1.425300 4.542100 -1.786400 -0.14 0.65 -0.05
H 0.626900 4.417100 -2.534700 0.40 0.10 0.18
H 1.270800 5.523000 -1.298700 0.08 -0.35 -0.48
H 2.394900 4.582800 -2.313500 -0.44 -0.01 0.19
C -0.536300 -3.386700 2.506300 -0.03 -0.17 -0.03
H -0.389000 -3.926100 3.460400 -0.06 0.20 -0.32
H -0.994200 -2.409900 2.737700 0.45 -1.08 -0.30
H -1.243500 -3.972300 1.898200 0.26 0.13 0.16
C 1.685300 -2.286900 2.717100 0.05 0.11 -0.04
H 2.605500 -1.942800 2.218500 -0.22 -0.21 0.31
H 1.117900 -1.401800 3.040800 0.27 -0.39 -0.13
H 1.983800 -2.860400 3.614700 -0.16 0.38 -0.31
C 1.576100 -4.554400 1.691900 0.33 -0.11 0.09
H 2.304200 -4.534300 0.862800 -0.22 -0.12 0.40
H 2.146800 -4.734300 2.622300 -0.27 -0.01 -0.40
H 0.903100 -5.409600 1.543400 0.26 0.39 0.04
C 0.033500 -3.163000 -2.468100 0.11 0.01 -0.17
H 1.058600 -3.489200 -2.711900 -0.33 0.10 0.08
H -0.653500 -3.660800 -3.177000 0.27 0.17 0.30
H -0.050600 -2.077900 -2.622500 -0.07 -0.41 -0.04
C -1.880500 -3.255700 -0.859700 -0.36 -0.39 -0.03
H -2.260900 -2.715600 -1.744800 0.09 -0.07 0.68
H -2.422900 -4.216400 -0.768400 0.14 0.46 -0.03
H -2.090700 -2.663200 0.044900 -0.11 -0.11 -0.40
C -0.077900 -5.048900 -0.847900 0.16 -0.12 0.04
H 1.005300 -5.262800 -0.860900 -0.46 0.05 -0.03
H -0.508200 -5.461400 0.078200 0.14 0.20 -0.37
H -0.532000 -5.598400 -1.694200 0.14 0.29 0.33
Zn 0.000000 0.000000 0.000000 -2.63 -0.68 -2.84
C 1.402000 0.418300 1.249400 6.65 2.45 5.81
O 2.183300 0.781100 2.059900 -3.54 -1.92 -4.67
N -1.398300 -0.166500 -1.673400 -0.08 0.95 -0.76
C -1.205700 0.563300 -2.696900 -0.28 -0.93 1.33
C -2.044400 0.430700 -4.005500 0.17 0.02 0.01
C -1.669500 1.454900 -5.093900 0.11 0.09 -0.08
C -1.811600 -0.986800 -4.575300 0.15 -0.02 -0.04
C -3.541000 0.567200 -3.647900 -0.33 0.14 0.03
H -1.804800 2.497300 -4.757300 0.02 -0.40 -0.14
H -0.623200 1.331200 -5.425400 -0.34 0.04 0.08
H -2.314800 1.308000 -5.978400 0.27 0.04 0.37
H -2.161900 -1.742200 -3.855400 0.14 0.28 -0.25
H -2.365500 -1.112800 -5.523900 0.20 0.06 0.40
H -0.740100 -1.165200 -4.774200 -0.34 0.04 0.01
H -4.039300 1.264000 -4.346600 0.09 -0.38 0.27
H -4.027700 -0.419400 -3.716400 0.01 0.48 0.11
H -3.682600 0.952200 -2.623800 -0.01 -0.30 -0.43
N 0.000000 0.000000 7.344000 -0.11 0.03 0.23
C 0.000000 0.000000 6.198000 1.39 -0.49 -0.37
C 0.000000 0.000000 4.757000 -5.30 0.64 -1.11
C -1.160300 -0.677000 4.202400 -0.23 0.15 -1.32
C -1.705900 -0.442600 2.847600 2.46 -1.06 2.06
N -1.073700 0.385400 1.997600 -1.06 1.67 3.11
C -0.404800 1.347900 2.727700 0.28 -4.56 3.17
C 0.181300 1.174000 4.031500 -0.48 0.74 -1.56
H -1.661100 -1.424700 4.808300 0.04 0.01 -0.10
H -2.466100 -1.114500 2.458100 0.03 0.23 0.06
H -0.112300 2.151700 2.241600 1.12 3.65 -2.43
H 0.756700 1.984500 4.462600 0.02 0.07 -0.24
```
Positions in Å, forces in eV/Å.

=====

No. 2
The following is a DFT calculation (ωB97M-V with the def2-TZVPD basis set) of a structure of composition C45H31N11PSScSe2.

Values from the calculation:
lowest unoccupied orbital energy (spin up / spin down)	-1.5 / -1.5	eV
total energy	-8639.18787	Ha
molar mass	991.7	g/mol

```
92
Properties=species:S:1:pos:R:3:forces:R:3
Sc -2.255280 -20.990815 3.643901 -0.09 -0.89 -0.10
C -1.307662 -14.704876 1.403778 0.21 0.60 0.04
C -0.092690 -14.837879 2.110293 -0.22 -0.24 -0.25
C 0.237380 -15.993470 2.826108 -0.05 1.26 -0.50
C -0.717105 -16.959526 2.828405 -1.76 -0.45 -0.17
C -0.770640 -18.211635 3.556350 1.36 -1.37 0.82
N -1.878640 -18.911056 3.296613 -1.35 1.58 -0.70
C -2.690396 -18.052189 2.510603 -0.48 -0.44 -0.15
N -3.942805 -18.195863 2.157064 -0.25 -1.24 0.91
C -4.709505 -19.217671 2.669923 0.10 0.36 -0.75
C -6.147806 -19.328299 2.432742 0.22 -0.01 0.35
C -7.095993 -18.585379 1.744134 -1.18 0.06 -0.05
C -8.437697 -18.982165 1.856427 0.28 0.38 0.09
C -8.827903 -20.088389 2.633370 -0.12 -0.13 0.05
C -7.880305 -20.814096 3.346251 -0.68 0.58 -0.98
C -6.571702 -20.417335 3.203122 0.47 -0.19 0.37
C -5.427028 -20.989315 3.863073 0.82 1.25 -0.99
N -5.521427 -21.975336 4.713461 0.41 -0.25 -0.05
C -4.504716 -22.476189 5.384983 0.18 -0.58 0.95
N -3.198653 -22.050833 5.376863 0.53 -0.29 0.01
C -2.486891 -22.761695 6.327248 -0.51 1.72 -1.11
N -1.265538 -22.425559 6.753289 -0.28 -0.61 0.31
C -0.587591 -21.426667 6.298518 0.99 0.29 0.77
N -0.815376 -20.631167 5.212150 -0.51 0.20 -0.06
C 0.129942 -19.671353 5.168331 0.97 0.50 -0.39
N 0.206962 -18.601156 4.392749 -0.31 0.26 -0.11
C 1.158565 -19.927421 6.211272 -1.80 -0.45 -0.04
C 2.277465 -19.249880 6.582170 0.66 0.81 0.22
C 2.874726 -19.605561 7.782858 0.02 -0.18 -0.37
C 2.347567 -20.621519 8.573833 0.71 0.29 0.87
C 1.204894 -21.278632 8.227935 -0.68 -0.04 -1.33
C 0.630163 -20.941769 7.002508 -0.14 -0.38 -0.25
C -3.342872 -23.704050 6.952580 -1.48 -0.89 0.88
C -3.141170 -24.618730 8.012358 -0.39 0.09 -1.28
C -4.147698 -25.465157 8.436160 -0.01 1.78 -0.35
C -5.426093 -25.280397 7.884169 -0.45 -0.56 -0.13
C -5.671453 -24.387330 6.848247 0.90 0.74 0.16
C -4.634713 -23.529260 6.396653 0.49 -1.10 0.27
N -4.294916 -20.239815 3.442539 -0.50 -0.55 0.94
C -1.964240 -16.835981 2.168643 1.01 0.57 -0.08
C -2.288621 -15.686354 1.408432 0.09 -1.36 0.64
H -1.449457 -13.745959 0.880230 -0.10 -0.65 0.16
H 0.566580 -13.988464 2.045804 0.33 -0.01 0.15
H 1.139151 -16.152031 3.385819 0.38 0.22 0.04
H -6.878523 -17.704521 1.157088 0.31 -0.02 0.04
H -9.221496 -18.366159 1.398991 0.41 -0.36 -0.02
H -9.887614 -20.363386 2.657833 0.42 0.11 0.10
H -8.091401 -21.670978 3.945622 -0.33 -0.36 0.33
H 2.608137 -18.426355 5.964431 0.25 0.06 0.09
H 3.756184 -19.109880 8.122389 0.47 0.35 0.08
H 2.824495 -20.881279 9.522060 -0.03 0.20 -0.30
H 0.768389 -22.007314 8.860937 -0.35 -0.66 0.41
H -2.167644 -24.682557 8.392992 1.25 -0.15 0.71
H -3.981115 -26.090135 9.289671 -0.02 -0.47 0.11
H -6.229121 -25.900478 8.305721 0.17 0.35 -0.48
H -6.630006 -24.282509 6.398370 -0.72 -0.05 -0.09
H -3.250906 -15.651947 0.875742 0.62 0.25 0.30
Se -0.750127 -19.261994 -0.382251 -0.21 0.83 -0.34
P 0.811642 -20.405108 0.479132 0.61 -0.76 0.00
Se 0.503953 -21.377778 2.397008 -0.34 -0.31 -0.17
C 2.332576 -19.425263 0.716293 0.09 0.53 0.55
C 2.956176 -19.419417 1.976648 0.13 0.08 -0.80
C 3.961350 -18.504959 2.247436 -0.13 0.01 -0.27
C 4.308240 -17.583935 1.284116 0.16 0.81 -0.45
C 3.686108 -17.546969 0.035076 0.22 -0.38 0.08
C 2.723782 -18.493833 -0.253402 -1.00 -0.21 -0.69
C 1.228043 -21.676934 -0.804553 0.59 -0.37 0.67
C 1.869891 -22.852802 -0.421427 0.29 -0.40 -1.03
C 2.174608 -23.869661 -1.331687 -0.86 0.86 -0.27
C 1.840461 -23.693786 -2.666222 -0.35 0.06 -0.30
C 1.259535 -22.502580 -3.078221 -0.46 0.44 -0.26
C 0.960061 -21.518854 -2.150031 -0.25 0.42 -0.24
H 2.664745 -20.130928 2.720975 -0.17 -0.14 0.25
H 4.454958 -18.466962 3.205590 -0.01 -0.17 0.16
H 5.047996 -16.827367 1.510740 0.11 -0.01 0.03
H 3.949589 -16.809586 -0.716832 0.06 -0.03 0.20
H 2.174009 -18.472862 -1.225682 0.57 0.02 0.87
H 2.190204 -23.003547 0.564893 0.06 -0.06 1.46
H 2.544674 -24.818780 -1.009430 0.45 -0.28 0.29
H 1.959171 -24.496460 -3.372656 0.23 -0.17 -0.17
H 0.920226 -22.260924 -4.096282 0.50 -0.64 0.31
H 0.481085 -20.617449 -2.501671 -0.11 0.13 0.07
N -2.647180 -21.071218 1.349128 -1.98 0.19 0.62
N -2.113185 -22.066731 0.593592 1.00 -1.75 -1.67
C -1.912700 -23.271972 1.145029 0.44 0.32 -0.60
N -1.303005 -24.225808 0.412011 -1.11 0.54 1.34
S -2.407670 -23.570144 2.734742 -0.14 -0.05 0.23
H -3.677016 -21.158676 1.225344 0.74 0.67 0.22
H -2.276744 -20.219682 0.924428 -0.14 0.63 -0.06
H -1.809239 -21.762356 -0.356485 -0.03 -0.57 0.95
H -0.910787 -24.026077 -0.471814 0.53 0.02 -0.81
H -1.147707 -25.083541 0.906947 0.26 -0.19 -0.27
```
Positions in Å, forces in eV/Å.

=====

No. 3
The following is a DFT calculation (ωB97M-V with the def2-TZVPD basis set) of a structure of composition C26H36AlAsBrGeSi.

Values from the calculation:
lowest unoccupied orbital energy	2.6	eV
net charge	-1
total energy	-8431.08287	Ha
molar mass	631.1	g/mol

```
67
Properties=species:S:1:pos:R:3:forces:R:3
Al 1.502877 1.143195 1.044118 0.11 -0.11 0.34
C -5.934761 0.404051 -2.640686 -0.01 0.01 -0.01
C -5.497773 -0.230564 -1.485333 -0.03 0.00 0.01
C -4.160984 -0.170521 -1.128392 0.11 0.01 0.06
C -3.232723 0.507645 -1.918563 -0.06 0.00 0.06
C -3.681625 1.134877 -3.075094 0.12 -0.01 -0.02
C -5.023338 1.084277 -3.433069 -0.07 -0.01 0.01
As -1.377194 0.515526 -1.243574 -0.14 -0.15 -0.28
C -0.508285 1.323692 -2.790586 0.05 0.09 -0.04
C 0.406186 0.660826 -3.600007 -0.06 -0.06 0.06
C 1.076535 1.343245 -4.606935 0.03 0.00 -0.04
C 0.841095 2.693273 -4.813434 0.03 0.00 -0.01
C -0.072452 3.363662 -4.011448 -0.01 0.03 0.01
C -0.732750 2.683872 -3.002031 0.01 -0.05 0.10
C -1.048065 -1.379615 -1.622932 0.04 -0.01 0.05
C -1.483908 -2.006847 -2.787448 -0.04 0.00 -0.01
C -1.249429 -3.358342 -2.985660 0.00 -0.01 -0.03
C -0.587296 -4.100014 -2.014452 0.02 0.00 0.03
C -0.146767 -3.483774 -0.853135 0.00 -0.08 -0.02
C -0.373896 -2.127486 -0.661994 0.02 0.19 0.00
H -6.981264 0.371463 -2.917683 0.01 -0.01 -0.01
H -6.202136 -0.766542 -0.860947 0.01 0.00 0.01
H -3.820032 -0.662113 -0.222351 -0.06 -0.01 0.01
H -2.981870 1.662189 -3.710825 0.00 0.00 -0.01
H -5.357919 1.578488 -4.337316 0.02 0.01 0.00
H 0.609023 -0.390023 -3.435077 0.03 0.01 -0.02
H 1.794131 0.817129 -5.224575 0.01 0.00 0.02
H 1.389053 3.229497 -5.578373 -0.04 -0.01 -0.03
H -0.248218 4.422924 -4.152742 0.00 0.00 0.00
H -1.407340 3.216933 -2.340784 0.02 0.05 -0.04
H -2.012134 -1.432865 -3.540927 0.00 -0.01 0.00
H -1.579454 -3.836099 -3.900451 -0.03 0.00 0.01
H -0.413484 -5.158266 -2.166657 0.02 0.01 0.00
H 0.378396 -4.054857 -0.097524 0.02 0.02 0.00
H -0.010516 -1.633706 0.233738 -0.01 -0.05 0.02
C 1.989997 1.670701 4.404829 -0.24 -0.04 -0.09
Si 0.160323 1.598426 3.918671 -0.10 -0.05 -0.01
C -0.497745 3.370707 3.835463 0.11 -0.17 -0.07
C -0.815038 0.703947 5.286232 0.17 0.09 -0.12
C -0.044535 0.718008 2.268272 0.61 0.03 0.42
H 2.186032 2.388456 5.204594 -0.06 0.00 0.03
H 2.590346 1.958565 3.536294 0.06 0.02 0.06
H 2.357017 0.693219 4.727624 0.00 -0.02 -0.01
H -0.352179 3.892735 4.784922 0.01 -0.03 0.02
H -1.564482 3.390892 3.598680 0.00 -0.04 -0.01
H 0.022435 3.929578 3.054601 -0.01 0.00 0.00
H -0.707124 1.203231 6.253194 0.01 0.00 0.00
H -0.470498 -0.327224 5.398882 0.02 0.00 -0.01
H -1.879982 0.669865 5.042904 0.00 0.02 -0.03
H -1.023895 0.970737 1.860712 0.05 0.11 -0.19
H -0.042272 -0.361661 2.468331 0.00 0.04 0.00
C 3.804966 -2.667121 0.050672 -0.05 0.19 0.10
Ge 3.546447 -1.297294 1.486457 0.35 -0.09 0.04
C 2.159504 -2.149038 2.646582 -0.06 0.22 -0.08
C 5.177991 -1.534099 2.630075 -0.13 0.01 -0.07
C 3.256443 0.505924 0.888561 -1.09 -0.79 -0.07
H 4.097231 -3.623311 0.492597 0.00 -0.01 -0.01
H 4.578801 -2.361077 -0.656462 0.01 0.02 0.03
H 2.877961 -2.809550 -0.510032 0.00 0.02 0.01
H 2.566194 -3.031159 3.146223 0.08 0.00 -0.05
H 1.295812 -2.466043 2.055073 0.00 0.02 0.02
H 1.801294 -1.462991 3.417893 0.01 -0.01 0.00
H 5.348033 -2.599655 2.811572 0.00 0.00 0.02
H 5.037088 -1.043119 3.596389 -0.03 0.02 -0.02
H 6.079350 -1.115933 2.177358 -0.06 0.03 -0.08
H 3.637473 0.587866 -0.136510 0.24 0.27 0.14
Br 0.955328 3.231288 0.142497 -0.02 0.30 -0.18
```
Positions in Å, forces in eV/Å.